Density functional theory data (the ωB97M-V functional and the def2-TZVPD basis) for a single C5H8O3 molecule.

Each line ends with the Mulliken charge.
Positions of all 16 atoms, in Å:
C1 -0.75 0.38 -1.70  -0.207
C2 -0.92 0.19 -0.23  0.086
C3 -0.06 -0.74 1.47  -0.544
C4 1.08 0.43 1.44  -0.378
C5 0.44 0.36 -0.67  -0.050
H1 -0.38 -0.63 -3.31  0.309
H2 -1.26 1.23 -2.08  0.391
H3 -1.07 1.16 0.31  0.247
H4 0.45 -1.70 1.37  0.310
H5 -0.51 -0.76 2.47  0.325
H6 2.09 0.07 1.55  0.332
H7 0.92 1.19 2.21  0.266
H8 0.90 -0.56 -1.05  0.258
O1 -0.90 -0.86 -2.53  -0.483
O2 -1.16 -0.96 0.55  -0.416
O3 1.13 1.20 0.19  -0.447

* Kohn-Sham gap: 0.3735 hartree
* multiplicity: 1
* lowest unoccupied orbital energy: 0.87 eV
* total energy: -420.8577 Ha
* SMILES: OC1[C@H]2OCCO[C@H]12
* energy relative to the best compared isomer or geometry (same formula, charge and spin): 124.50 kcal/mol
* strongest force on any atom: 0.0638 hartree/bohr